No. 1
# C21H27NO4P2PbS

C21H27NO4P2PbS as an isolated structure at a distorted geometry (ωB97M-V with the def2-TZVPD basis set, the Open Molecules 2025 dataset).

E	-66537.18312	eV
Kohn-Sham gap	6.34	eV
F_max	0.1128	hartree/bohr
ΔE to the lowest compared entry with this formula, charge and spin	332.0	kJ/mol
charge	+2

Geometry as XYZ:
```
57
C21H27NO4P2PbS ωB97M-V with the def2-TZVPD basis set
C -2.55 2.49 -2.42
C -2.02 1.20 -2.35
C -0.57 0.98 -2.31
C 0.31 2.09 -2.45
C -0.25 3.39 -2.24
C -1.66 3.59 -2.31
C 1.68 1.67 -2.77
C 2.10 0.61 -1.83
C 1.14 -0.40 -1.53
C 1.48 -1.70 -0.94
C 2.76 -1.90 -0.50
C 3.75 -0.89 -0.77
C 3.42 0.37 -1.39
H -3.66 2.64 -2.54
H 0.35 4.25 -1.89
H -2.13 4.59 -2.25
H 2.39 2.47 -2.95
H 2.98 -2.77 0.16
H 4.80 -1.13 -0.55
H 4.24 1.09 -1.60
N -0.09 -0.25 -2.13
Pb 1.55 3.26 1.05
C -2.86 -0.06 -2.15
H -2.51 -0.86 -2.82
H -3.89 0.16 -2.43
C 0.34 -2.72 -0.84
H -0.08 -2.83 -1.84
H 0.73 -3.70 -0.54
P -2.83 -0.84 -0.49
P -1.06 -2.30 0.26
C -0.47 -1.54 1.80
H -1.30 -1.35 2.49
H 0.24 -2.19 2.31
H 0.04 -0.60 1.61
C -1.89 -3.86 0.71
H -1.17 -4.68 0.84
H -2.42 -3.74 1.67
H -2.62 -4.17 -0.05
C -2.87 0.44 0.82
H -3.84 0.97 0.83
H -2.75 -0.04 1.79
H -2.07 1.18 0.69
C -4.41 -1.76 -0.28
H -4.60 -1.93 0.79
H -5.25 -1.19 -0.70
H -4.35 -2.74 -0.79
C -0.50 1.81 2.78
O -1.24 1.50 3.58
H 2.99 3.78 0.23
C 4.08 0.91 4.16
S 3.61 0.96 2.43
O 4.57 0.09 1.77
O 2.19 0.58 2.40
O 3.69 2.40 2.00
H 5.12 1.27 4.27
H 3.94 -0.13 4.47
H 3.42 1.55 4.74
```



No. 2
# C21H27O12P2SiTcTe

C21H27O12P2SiTcTe as an isolated structure at a distorted geometry (ωB97M-V with the def2-TZVPD basis set, the Open Molecules 2025 dataset).

multiplicity	2
E	-82742.12039	eV
Kohn-Sham gap (spin up / spin down)	4.83 / 5.31	eV
F_max	0.0493	hartree/bohr
charge	-1

Geometry as XYZ:
```
65
C21H27O12P2SiTcTe ωB97M-V with the def2-TZVPD basis set
Tc -1.29 0.23 0.94
O -5.09 1.80 0.72
C -3.93 1.63 1.02
O -3.25 0.58 0.78
C -3.21 2.74 1.85
C -2.53 2.10 3.09
C -2.29 3.18 4.15
C -1.13 3.96 3.50
C -0.90 3.14 2.21
O -1.22 1.82 2.62
C -2.01 3.46 1.19
C -1.54 2.99 -0.22
O -1.55 3.79 -1.13
O -1.07 1.79 -0.31
H -3.99 3.45 2.13
H -3.01 1.19 3.45
H -1.98 2.72 5.08
H -3.18 3.79 4.32
H -0.24 3.94 4.11
H -1.38 5.00 3.27
H 0.11 3.19 1.82
H -2.21 4.53 1.09
O 2.51 -0.79 2.75
P 1.43 0.38 2.56
O 2.02 1.71 2.67
O 0.69 0.03 1.26
O 0.40 0.10 3.78
P -0.72 -1.05 3.79
O 0.24 -2.36 3.61
O -1.45 -1.07 5.05
O -1.54 -1.01 2.51
H 2.06 -1.63 2.88
H -0.31 -3.12 3.77
C 3.25 -0.44 -0.39
Te 1.66 0.84 -1.12
C 3.01 0.95 -2.89
C 4.22 0.11 -2.62
C 5.23 -0.02 -3.57
C 6.35 -0.79 -3.32
C 6.47 -1.44 -2.10
C 5.48 -1.32 -1.15
C 4.35 -0.55 -1.40
H 2.83 -1.42 -0.18
H 3.61 -0.04 0.56
H 3.30 1.98 -3.10
H 2.49 0.58 -3.77
H 5.13 0.49 -4.52
H 7.12 -0.88 -4.07
H 7.35 -2.04 -1.89
H 5.57 -1.83 -0.20
C -4.11 -2.70 -2.57
Si -2.23 -2.92 -2.82
C -1.73 -4.75 -2.54
C -1.72 -2.51 -4.62
C -1.49 -1.83 -1.52
C -1.36 -1.07 -0.57
H -4.70 -3.32 -3.23
H -4.38 -1.66 -2.73
H -4.37 -2.94 -1.55
H -2.24 -5.41 -3.23
H -1.97 -5.07 -1.53
H -0.66 -4.89 -2.68
H -2.23 -3.17 -5.33
H -0.66 -2.64 -4.77
H -1.97 -1.49 -4.88
```



No. 3
# C21H27O2

An isolated ion of composition C21H27O2 and charge +1 at a distorted geometry (ωB97M-V with the def2-TZVPD basis set, the Open Molecules 2025 dataset).

E	-26302.18612	eV
Kohn-Sham gap	6.23	eV
F_max	0.0580	hartree/bohr
ΔE to the lowest compared entry with this formula, charge and spin	0.0	kJ/mol
charge	+1

Geometry as XYZ:
```
50
C21H27O2 ωB97M-V with the def2-TZVPD basis set
C -1.77 -2.69 -2.64
C -0.69 -2.31 -1.67
O -1.08 -2.96 -0.42
C -0.44 -2.72 0.65
C -0.47 -3.70 1.79
C 1.00 -4.07 1.94
C -1.28 -4.95 1.38
H -1.62 -2.18 -3.59
H -1.75 -3.77 -2.82
H -2.76 -2.41 -2.26
H 0.28 -2.72 -1.96
H -0.63 -1.23 -1.49
H 0.22 -1.84 0.68
H 1.15 -4.77 2.77
H 1.35 -4.55 1.01
H 1.64 -3.19 2.11
H -1.31 -5.66 2.22
H -2.31 -4.71 1.11
H -0.79 -5.44 0.53
C 2.19 2.46 4.26
O 2.40 1.10 4.71
C 1.41 0.19 4.53
C 1.76 -1.16 4.73
C 0.93 -2.15 4.24
C -0.27 -1.84 3.55
C -1.08 -3.01 2.94
C -2.55 -2.67 2.63
C -3.52 -3.55 3.14
C -4.87 -3.35 2.90
C -5.29 -2.24 2.17
C -6.75 -2.04 1.90
C -4.33 -1.36 1.66
C -2.97 -1.60 1.84
C -0.70 -0.51 3.58
C 0.13 0.51 4.03
H 3.16 2.93 4.40
H 1.90 2.50 3.20
H 1.43 2.95 4.88
H 2.71 -1.40 5.21
H 1.23 -3.19 4.37
H -1.11 -3.77 3.75
H -3.19 -4.43 3.71
H -5.60 -4.07 3.28
H -6.97 -1.00 1.65
H -7.10 -2.66 1.06
H -7.35 -2.33 2.78
H -4.66 -0.46 1.12
H -2.24 -0.94 1.37
H -1.70 -0.22 3.26
H -0.19 1.55 3.95
```



No. 4
# C21H28BrN3O9S

A 2-piece molecular cluster, C21H28BrN3O9S overall at a distorted geometry (ωB97M-V with the def2-TZVPD basis set, the Open Molecules 2025 dataset).

E	-125988.49632	eV
structure (SMILES)	[H]/N=C\Cc1c(Br)c(N(C)C(C)=O)c(O)c2c1C(=O)N(CCCCCOC)C2=O.O=S1(=O)OCCO1
Kohn-Sham gap	7.13	eV
F_max	0.1763	hartree/bohr
ΔE to the lowest compared entry with this formula, charge and spin	1594.1	kJ/mol

Geometry as XYZ:
```
63
C21H28BrN3O9S ωB97M-V with the def2-TZVPD basis set
H -4.11 -0.47 2.82
N -3.23 -0.09 3.23
C -2.74 0.97 2.49
C -3.52 1.46 1.10
C -2.87 0.53 -0.12
C -3.64 -0.80 -0.75
Br -5.47 -1.33 -0.03
C -2.97 -1.76 -1.94
N -3.80 -2.95 -2.37
C -3.85 -3.13 -3.87
C -3.42 -4.22 -1.64
C -4.71 -5.15 -1.11
O -2.14 -4.59 -1.37
C -1.48 -1.35 -2.50
O -0.80 -2.16 -3.52
C -0.73 -0.02 -1.89
C -1.40 0.91 -0.72
C -0.32 2.09 -0.37
O -0.53 3.14 0.44
N 0.91 1.63 -1.13
C 2.12 2.54 -1.14
C 3.57 1.75 -1.19
C 3.60 0.33 -0.38
C 3.85 -0.87 -1.48
C 4.90 -1.98 -0.88
O 4.18 -3.16 -0.38
C 5.10 -3.98 0.43
C 0.76 0.64 -2.27
O 1.53 0.37 -3.33
H -1.76 1.52 2.87
H -3.28 2.58 0.82
H -4.68 1.24 1.16
H -3.99 -2.10 -4.45
H -2.86 -3.64 -4.29
H -4.75 -3.82 -4.24
H -5.69 -4.91 -1.74
H -4.52 -6.30 -1.23
H -4.99 -4.91 0.02
H -0.64 -1.63 -4.37
H 2.05 3.34 -2.02
H 2.12 3.18 -0.13
H 3.86 1.65 -2.34
H 4.40 2.48 -0.73
H 2.58 0.05 0.17
H 4.42 0.30 0.48
H 2.83 -1.39 -1.81
H 4.34 -0.48 -2.50
H 5.59 -1.46 -0.08
H 5.60 -2.32 -1.78
H 4.50 -4.87 0.89
H 5.98 -4.42 -0.24
H 5.54 -3.29 1.28
O 1.25 3.38 6.42
S 0.32 4.35 5.88
O -0.65 5.05 6.69
O -0.45 3.67 4.62
C -0.22 4.44 3.44
C 1.14 5.11 3.65
O 1.18 5.46 5.03
H -1.02 5.19 3.37
H -0.24 3.80 2.55
H 1.27 5.99 3.02
H 1.95 4.40 3.45
```



No. 5
# C21H28ClFN4O

One molecule with the formula C21H28ClFN4O (ωB97M-V with the def2-TZVPD basis set, the Open Molecules 2025 dataset).

E	-45480.24850	eV
structure (SMILES)	Cc1nn(C)c(Cl)c1CN1CCC[C@H](CCC(=O)NCc2ccccc2F)C1
Kohn-Sham gap	9.19	eV
F_max	0.0164	hartree/bohr
ΔE to the lowest compared entry with this formula, charge and spin	10.5	kJ/mol

Geometry as XYZ:
```
56
C21H28ClFN4O ωB97M-V with the def2-TZVPD basis set
C 4.93 2.21 -1.88
C 4.14 1.15 -2.57
N 4.68 0.39 -3.50
N 3.72 -0.45 -3.92
C 3.97 -1.43 -4.93
C 2.57 -0.22 -3.25
Cl 1.17 -1.13 -3.56
C 2.79 0.82 -2.36
C 1.79 1.40 -1.41
N 1.23 0.35 -0.57
C 2.22 -0.20 0.34
C 1.66 -1.43 1.04
C 0.37 -1.08 1.77
C -0.63 -0.41 0.82
C -1.16 -1.35 -0.28
C -1.83 -2.62 0.27
C -2.80 -2.29 1.38
O -2.64 -2.62 2.53
N -3.88 -1.59 0.96
C -4.73 -0.89 1.92
C -4.09 0.43 2.29
C -3.50 0.63 3.52
C -2.84 1.82 3.80
C -2.76 2.82 2.85
C -3.34 2.64 1.61
C -3.99 1.45 1.35
F -4.54 1.26 0.12
C 0.06 0.79 0.15
H 5.96 2.18 -2.25
H 4.51 3.19 -2.08
H 4.93 2.04 -0.81
H 3.32 -1.26 -5.79
H 3.80 -2.43 -4.55
H 5.01 -1.32 -5.24
H 0.97 1.84 -1.98
H 2.28 2.19 -0.82
H 3.11 -0.46 -0.23
H 2.51 0.55 1.10
H 1.47 -2.20 0.29
H 2.40 -1.82 1.75
H -0.08 -1.96 2.23
H 0.59 -0.37 2.57
H -1.47 -0.04 1.41
H -1.89 -0.78 -0.87
H -0.35 -1.62 -0.94
H -2.35 -3.13 -0.54
H -1.08 -3.30 0.67
H -3.89 -1.23 0.02
H -5.71 -0.74 1.47
H -4.82 -1.52 2.80
H -3.54 -0.15 4.26
H -2.38 1.96 4.77
H -2.24 3.74 3.06
H -3.30 3.39 0.84
H -0.63 1.26 -0.55
H 0.31 1.54 0.93
```



No. 6
# C21H28ClN3O2SYb

C21H28ClN3O2SYb as an isolated structure at a distorted geometry (ωB97M-V with the def2-TZVPD basis set, the Open Molecules 2025 dataset).

multiplicity	2
E	-85684.85484	eV
Kohn-Sham gap (spin up / spin down)	5.11 / 5.10	eV
F_max	0.0928	hartree/bohr
ΔE to the lowest compared entry with this formula, charge and spin	142.6	kJ/mol
charge	-1

Geometry as XYZ:
```
57
C21H28ClN3O2SYb ωB97M-V with the def2-TZVPD basis set
Yb 0.26 -0.47 0.08
Cl -1.78 -1.36 -0.22
N 0.86 -0.71 -2.01
N 0.11 -0.46 2.26
C 0.50 0.19 -2.83
C -0.51 0.51 2.79
C 1.12 -1.96 -2.66
C 0.37 -1.72 -3.96
C 0.62 -3.20 -1.91
C 2.63 -2.01 -2.87
H -0.45 -3.11 -1.69
H 1.17 -3.35 -0.98
H 0.79 -4.06 -2.57
H 2.95 -1.13 -3.44
H 2.86 -2.91 -3.42
H 3.15 -2.01 -1.90
C 0.14 -1.63 3.09
C -1.00 -1.28 4.03
C 1.49 -1.59 3.80
C -0.08 -2.95 2.37
H -1.00 -2.92 1.77
H -0.16 -3.73 3.14
H 0.76 -3.20 1.71
H 1.60 -0.65 4.34
H 2.31 -1.68 3.07
H 1.53 -2.42 4.50
O -1.11 0.19 3.95
H -0.80 -1.55 5.05
H -1.95 -1.67 3.66
O 0.31 -0.25 -4.08
H -0.66 -2.06 -3.90
H 0.89 -2.11 -4.82
C 0.35 1.66 -2.58
C -0.59 1.94 2.35
C -1.05 2.18 0.92
H 0.43 2.34 2.46
H -1.25 2.44 3.05
C -0.39 1.69 -0.16
C -0.60 2.05 -1.46
H 1.64 0.99 0.24
C -1.55 3.04 -1.70
C -2.26 3.56 -0.62
C -1.79 3.60 -3.07
C -2.01 3.17 0.69
H -3.00 4.33 -0.80
C -2.72 3.86 1.81
H -3.47 4.53 1.39
H -2.04 4.47 2.42
H -3.22 3.14 2.47
H -0.92 4.16 -3.45
H -2.63 4.29 -3.03
H -2.03 2.81 -3.79
H 0.03 2.11 -3.52
H 1.36 2.04 -2.33
S 2.43 -1.60 0.53
C 3.69 -2.45 0.81
N 4.64 -3.09 1.02
```



No. 7
# C21H28CoF5N3OSTe

C21H28CoF5N3OSTe as an isolated structure at a distorted geometry (ωB97M-V with the def2-TZVPD basis set, the Open Molecules 2025 dataset).

multiplicity	4
E	-98092.65781	eV
Kohn-Sham gap (spin up / spin down)	7.57 / 7.56	eV
F_max	0.1320	hartree/bohr
ΔE to the lowest compared entry with this formula, charge and spin	317.0	kJ/mol

Geometry as XYZ:
```
61
C21H28CoF5N3OSTe ωB97M-V with the def2-TZVPD basis set
Co 0.33 -1.01 0.34
C -2.01 4.57 -3.83
C -1.40 3.16 -3.93
C 0.10 3.28 -3.70
C -1.64 2.64 -5.36
C -2.08 2.23 -2.94
C -3.47 2.07 -3.02
C -4.17 1.24 -2.18
C -3.47 0.55 -1.21
S -4.06 -0.54 0.01
C -2.44 -0.77 0.57
N -1.53 -0.08 -0.09
C -2.07 0.68 -1.10
C -1.38 1.52 -1.97
C -2.08 -1.64 1.66
C -3.04 -2.23 2.49
C -2.63 -3.07 3.51
C -1.28 -3.33 3.69
C -0.33 -2.76 2.85
C -0.70 -1.90 1.83
H -1.52 5.23 -4.54
H -1.87 4.98 -2.83
H -3.07 4.57 -4.06
H 0.53 3.94 -4.46
H 0.59 2.31 -3.78
H 0.32 3.71 -2.72
H -1.12 3.28 -6.07
H -2.69 2.65 -5.61
H -1.26 1.63 -5.46
H -4.03 2.61 -3.76
H -5.24 1.11 -2.27
H -0.31 1.58 -1.88
H -4.09 -2.03 2.32
H -3.36 -3.53 4.15
H -0.96 -3.99 4.49
H 0.71 -3.00 3.01
F 1.93 -2.56 -3.58
Te 1.09 -2.74 -1.87
F -0.65 -2.58 -2.68
F 0.18 -3.48 -0.32
F 0.91 -4.56 -2.43
F 2.71 -3.41 -1.07
O 1.37 -1.06 -1.42
C 4.24 0.63 3.45
C 3.28 -0.56 3.53
C 2.83 -0.79 4.97
C 3.95 -1.83 2.99
N 2.04 -0.34 2.78
N 2.11 -0.25 1.36
H 5.12 0.44 4.06
H 3.76 1.54 3.82
H 4.58 0.81 2.43
H 3.67 -1.09 5.59
H 2.07 -1.56 5.00
H 2.41 0.12 5.39
H 4.62 -2.24 3.74
H 4.54 -1.63 2.09
H 3.20 -2.58 2.77
H 1.53 0.47 3.14
H 2.69 -1.04 1.05
H 2.55 0.61 1.02
```



No. 8
# C21H28N2O3

One molecule with the formula C21H28N2O3 (ωB97M-V with the def2-TZVPD basis set, the Open Molecules 2025 dataset).

E	-31354.85430	eV
structure (SMILES)	CCCCN(CCCNC(=O)c1c(C)cc(=O)oc1C)c1ccccc1
Kohn-Sham gap	8.32	eV
F_max	0.0180	hartree/bohr
ΔE to the lowest compared entry with this formula, charge and spin	181.4	kJ/mol

Geometry as XYZ:
```
54
C21H28N2O3 ωB97M-V with the def2-TZVPD basis set
C -4.36 -2.68 0.73
C -3.45 -1.99 -0.28
C -2.15 -1.49 0.35
C -2.37 -0.30 1.32
N -1.55 0.86 1.05
C -2.17 1.90 0.26
C -2.20 1.62 -1.25
C -0.90 1.96 -1.99
N 0.26 1.28 -1.47
C 0.77 0.16 -2.02
O 0.32 -0.37 -3.01
C 1.97 -0.34 -1.27
C 3.08 0.53 -0.98
C 3.14 1.92 -1.53
C 4.11 0.04 -0.24
C 4.12 -1.30 0.28
O 4.95 -1.79 1.00
O 3.06 -2.09 -0.12
C 2.04 -1.64 -0.86
C 1.04 -2.69 -1.15
C -0.25 0.91 1.49
C 0.51 2.10 1.49
C 1.82 2.12 1.93
C 2.44 0.97 2.39
C 1.71 -0.21 2.41
C 0.40 -0.24 1.97
H -4.64 -2.01 1.54
H -5.26 -3.04 0.25
H -3.85 -3.54 1.17
H -3.99 -1.16 -0.74
H -3.20 -2.70 -1.07
H -1.69 -2.32 0.88
H -1.46 -1.18 -0.43
H -2.19 -0.62 2.35
H -3.41 0.02 1.25
H -1.68 2.86 0.43
H -3.21 2.01 0.61
H -2.44 0.57 -1.42
H -3.00 2.21 -1.70
H -0.72 3.04 -1.94
H -1.00 1.67 -3.04
H 0.61 1.59 -0.58
H 4.18 2.22 -1.67
H 2.69 2.62 -0.83
H 2.62 1.99 -2.48
H 4.98 0.64 -0.01
H 0.46 -2.92 -0.25
H 1.56 -3.60 -1.45
H 0.37 -2.38 -1.95
H 0.07 3.04 1.18
H 2.36 3.06 1.93
H 3.46 0.99 2.73
H 2.17 -1.12 2.76
H -0.12 -1.18 1.99
```



> F_max of number 2 (C21H27O12P2SiTcTe)?

0.0493 hartree/bohr



> F_max of number 8 (C21H28N2O3)?

0.0180 hartree/bohr